1.
This record from the OMol25 dataset describes a single C17H24F3NO3 molecule. The level of theory is ωB97M-V/def2-TZVPD.

Geometry (Å):
C: -4.882 -3.341 0.973
O: -4.237 -2.916 -0.202
C: -3.766 -1.639 -0.262
C: -3.854 -0.705 0.764
C: -3.337 0.567 0.587
C: -2.718 0.932 -0.599
C: -2.151 2.314 -0.770
O: -1.557 2.740 0.448
C: -0.696 3.845 0.318
C: 0.769 3.486 -0.030
O: 0.881 2.911 -1.305
C: 1.423 2.557 1.029
N: 1.362 1.173 0.581
C: 0.353 0.374 1.260
C: 0.144 -0.939 0.513
C: 1.453 -1.716 0.435
C: 2.516 -0.821 -0.205
C: 3.858 -1.529 -0.240
F: 4.819 -0.782 -0.809
F: 3.811 -2.675 -0.937
F: 4.310 -1.851 0.983
C: 2.643 0.495 0.573
C: -2.632 -0.006 -1.621
C: -3.152 -1.273 -1.461
H: -4.210 -3.302 1.838
H: -5.775 -2.744 1.181
H: -5.174 -4.374 0.792
H: -4.324 -0.953 1.703
H: -3.405 1.288 1.386
H: -2.956 3.019 -1.040
H: -1.415 2.319 -1.581
H: -1.076 4.537 -0.444
H: -0.704 4.353 1.287
H: 1.313 4.440 -0.058
H: 0.933 1.950 -1.140
H: 0.922 2.691 1.993
H: 2.467 2.853 1.149
H: -0.576 0.943 1.272
H: 0.654 0.163 2.301
H: -0.617 -1.529 1.023
H: -0.219 -0.725 -0.493
H: 1.326 -2.627 -0.152
H: 1.778 -1.999 1.439
H: 2.243 -0.603 -1.242
H: 3.381 1.135 0.083
H: 2.996 0.272 1.596
H: -2.155 0.260 -2.554
H: -3.091 -2.006 -2.249

Cartesian forces (eV/Å) of the 3 atoms listed first:
-0.098 -0.061 0.189
0.160 0.156 -0.251
0.097 0.075 -0.146

* SMILES: COc1ccc(COC[C@H](O)CN2CCC[C@H](C(F)(F)F)C2)cc1
* Kohn-Sham gap: 9.2 eV

***

2.
This record from the OMol25 dataset describes a molecular structure, C17H24F6MnN4O7S2 in a non-equilibrium geometry. The level of theory is ωB97M-V/def2-TZVPD.

Geometry (Å):
Mn: -0.177 0.045 -0.802
C: -1.934 -1.321 -3.349
C: -2.205 -2.109 -2.064
N: -2.160 -1.262 -0.880
C: -3.324 -0.423 -0.616
C: -3.347 0.833 -1.483
N: -2.046 1.487 -1.457
C: -1.594 2.103 -2.694
C: -1.277 1.039 -3.769
N: -0.925 -0.264 -3.195
H: -2.855 -0.857 -3.699
H: -1.642 -2.028 -4.131
H: -1.437 -2.868 -1.939
H: -3.167 -2.629 -2.171
H: -1.951 -1.808 -0.054
H: -3.254 -0.123 0.429
H: -4.265 -0.974 -0.749
H: -4.146 1.492 -1.127
H: -3.603 0.593 -2.515
H: -1.955 2.136 -0.689
H: -0.690 2.659 -2.444
H: -2.310 2.824 -3.111
H: -0.451 1.406 -4.380
H: -2.127 0.921 -4.447
H: -0.028 -0.571 -3.540
C: 0.213 -2.003 5.566
O: 0.516 -0.617 5.628
C: 0.359 0.103 4.495
C: 0.851 1.426 4.561
C: 0.773 2.200 3.443
C: 0.225 1.727 2.225
C: 0.355 2.541 1.044
C: 0.763 3.991 1.169
O: 0.174 2.125 -0.119
C: -0.318 0.407 2.185
O: -0.904 -0.074 1.139
C: -0.231 -0.386 3.353
H: 0.521 -2.421 6.520
H: 0.764 -2.483 4.754
H: -0.858 -2.163 5.427
H: 1.298 1.779 5.480
H: 1.183 3.200 3.484
H: 1.844 4.051 1.319
H: 0.279 4.493 2.004
H: 0.522 4.498 0.238
H: -0.615 -1.393 3.286
F: 5.514 -1.173 1.029
C: 4.530 -0.285 0.925
F: 4.771 0.515 -0.109
F: 4.469 0.444 2.037
S: 2.924 -1.140 0.723
O: 1.954 -0.068 0.573
O: 2.823 -2.047 1.816
N: 3.144 -1.876 -0.685
S: 1.979 -1.663 -1.693
O: 0.695 -2.213 -1.265
O: 1.809 -0.313 -2.229
C: 2.550 -2.687 -3.097
F: 2.494 -3.971 -2.771
F: 3.780 -2.363 -3.457
F: 1.720 -2.461 -4.122

Cartesian forces (eV/Å) of the 3 atoms listed first:
-0.986 0.422 0.116
-0.021 0.056 -0.092
-0.004 -0.031 0.039

* Kohn-Sham gap (spin up / spin down): 8.1 / 8.2 eV
* 2S+1: 6

***

3.
This record from the OMol25 dataset describes a single C17H24FN3O3S molecule in a non-equilibrium geometry. The level of theory is ωB97M-V/def2-TZVPD.

Geometry (Å):
C: -0.724 1.035 6.506
S: 0.407 0.936 5.097
O: 0.799 2.270 4.744
O: 1.442 -0.006 5.421
N: -0.635 0.350 3.923
C: -0.649 -1.091 3.787
C: 0.527 -1.615 2.961
C: 0.661 -0.893 1.613
C: -0.461 -1.292 0.658
O: -1.515 -1.764 1.048
N: -0.240 -1.114 -0.669
C: 0.900 -0.523 -1.329
C: 0.463 0.733 -2.107
N: -0.573 0.407 -3.062
C: -0.248 0.042 -4.359
C: -0.836 -1.043 -5.021
C: -0.543 -1.342 -6.338
C: 0.358 -0.577 -7.056
C: 0.951 0.511 -6.439
C: 0.639 0.809 -5.130
F: 1.222 1.917 -4.598
C: -1.701 -0.198 -2.388
C: -1.292 -1.454 -1.610
C: 0.655 0.625 1.852
C: -0.581 1.035 2.650
H: -1.107 0.043 6.705
H: -1.518 1.715 6.233
H: -0.169 1.408 7.357
H: -0.606 -1.516 4.790
H: -1.590 -1.373 3.310
H: 0.393 -2.684 2.794
H: 1.443 -1.457 3.532
H: 1.617 -1.193 1.172
H: 1.682 -0.259 -0.621
H: 1.306 -1.254 -2.042
H: 1.329 1.166 -2.599
H: 0.057 1.472 -1.407
H: -1.533 -1.676 -4.497
H: -1.021 -2.191 -6.802
H: 0.592 -0.814 -8.081
H: 1.644 1.149 -6.963
H: -2.491 -0.420 -3.105
H: -2.086 0.541 -1.677
H: -2.134 -1.853 -1.042
H: -0.917 -2.223 -2.295
H: 0.681 1.176 0.910
H: 1.537 0.897 2.437
H: -0.556 2.104 2.863
H: -1.496 0.789 2.103

Cartesian forces (eV/Å) of the 3 atoms listed first:
0.589 -0.035 -0.703
-0.709 0.100 0.751
-0.220 0.149 -0.188

* SMILES: CS(=O)(=O)N1CCC(C(=O)N2CCN(c3ccccc3F)CC2)CC1
* Kohn-Sham gap: 8.7 eV

***

4.
This record from the OMol25 dataset describes a molecular structure, C17H24IrO6S2SeSi2. The level of theory is ωB97M-V/def2-TZVPD.

Geometry (Å):
Ir: 0.449 0.930 -1.200
O: -3.972 0.959 -1.288
S: -2.675 1.360 -0.830
O: -2.288 0.816 0.470
O: -1.625 1.085 -1.873
C: -2.748 3.135 -0.540
C: -4.043 3.610 -0.383
C: -4.277 4.931 -0.033
C: -3.219 5.795 0.165
C: -1.919 5.341 0.010
C: -1.670 4.021 -0.343
S: 0.061 3.622 -0.500
O: 0.808 4.788 -0.155
O: 0.277 3.124 -1.876
O: 0.310 2.446 0.405
H: -4.861 2.922 -0.539
H: -5.295 5.280 0.084
H: -3.396 6.827 0.441
H: -1.075 5.999 0.155
C: 3.746 0.320 -2.861
Si: 2.628 -0.071 -1.418
C: 3.411 0.734 0.099
C: 2.682 -1.936 -1.150
C: 3.767 -2.516 -0.486
C: 3.811 -3.881 -0.230
C: 2.767 -4.700 -0.640
C: 1.691 -4.151 -1.324
C: 1.653 -2.786 -1.574
H: 4.754 0.000 -2.585
H: 3.765 1.392 -3.069
H: 3.456 -0.203 -3.773
H: 4.455 0.411 0.155
H: 2.899 0.449 1.019
H: 3.395 1.824 0.026
H: 4.594 -1.895 -0.155
H: 4.661 -4.305 0.290
H: 2.795 -5.762 -0.432
H: 0.885 -4.790 -1.666
H: 0.812 -2.373 -2.121
C: -0.128 -3.397 2.493
Si: -1.399 -2.157 1.962
C: -2.753 -2.888 0.939
C: -1.985 -1.023 3.289
Se: -0.198 -0.846 0.391
H: -0.550 -4.092 3.225
H: 0.735 -2.902 2.944
H: 0.224 -3.968 1.630
H: -3.384 -3.540 1.549
H: -2.332 -3.476 0.121
H: -3.375 -2.099 0.511
H: -2.616 -1.567 3.997
H: -2.565 -0.212 2.844
H: -1.144 -0.587 3.831

Cartesian forces (eV/Å) of the 3 atoms listed first:
-0.320 -0.271 0.262
0.058 0.139 -0.181
-0.104 -0.326 0.311

* Kohn-Sham gap (spin up / spin down): 8.1 / 6.7 eV
* 2S+1: 6

***

| no. | molecular weight (g/mol) |
| --- | --- |
| 1 | 347.38 |
| 2 | 629.46 |
| 3 | 369.46 |
| 4 | 715.86 |